No. 1
C5H11NPTl as an isolated structure in a non-equilibrium geometry, computed with ωB97M-V/def2-TZVPD.

```
! RIJCOSX wB97M-V def2-TZVPD def2/J DEFGRID3
* xyz 0 1
C 1.21 -0.54 -1.69
C -0.01 -0.08 -2.24
C -0.21 1.31 -1.85
C 0.94 1.67 -1.08
C 1.76 0.50 -0.94
Tl -0.89 0.02 0.11
P 0.36 -1.95 1.36
H 1.58 -1.58 -1.80
H -0.62 -0.71 -2.91
H -1.06 1.93 -2.16
H 2.61 0.41 -0.30
H 1.23 2.69 -0.81
H 1.68 -1.64 1.79
H 0.60 -3.00 0.42
H -0.07 -2.69 2.49
N -2.10 0.84 2.19
H -3.03 1.13 1.86
H -1.71 1.63 2.72
H -2.26 0.07 2.83
*
```

Values from the calculation:
F_max   2.50 eV/Å
Relative energy (zero: lowest compared OMol25 entry of this formula, charge and spin)   0.0 kJ/mol
Frontier orbital gap   6.18 eV

***

No. 2
C2H4F3O2SY as an isolated structure in a non-equilibrium geometry, computed with ωB97M-V/def2-TZVPD.

```
! RIJCOSX wB97M-V def2-TZVPD def2/J DEFGRID3
* xyz 2 1
C -1.78 -0.93 -1.40
H -2.77 -1.41 -1.31
H -2.01 -0.35 -2.31
H -1.19 -1.83 -1.17
Y -2.18 0.69 1.08
H -0.40 -0.12 -1.35
S 0.86 1.57 0.68
O 0.16 0.94 -0.58
O -0.14 1.36 1.83
C 2.13 0.24 1.06
F 3.22 0.49 0.35
F 2.42 0.30 2.35
F 1.67 -0.96 0.77
*
```

Values from the calculation:
F_max   3.59 eV/Å
Relative energy (zero: lowest compared OMol25 entry of this formula, charge and spin)   260.9 kJ/mol
Frontier orbital gap (spin up / spin down)   6.73 / 6.73 eV

***

No. 3
C30H34F6FeN2O6PS2 as an isolated structure, computed with ωB97M-V/def2-TZVPD.

```
! RIJCOSX wB97M-V def2-TZVPD def2/J DEFGRID3
* xyz 2 2
Fe -0.22 -0.71 -0.36
C 3.35 -4.01 0.26
C 2.60 -2.71 0.55
C 3.23 -1.97 1.72
C 2.52 -1.87 -0.73
C 3.86 -1.32 -1.21
O 3.85 0.04 -0.69
C 2.60 0.35 -0.40
N 1.74 -0.62 -0.50
C 2.43 1.74 0.06
C 3.59 2.42 0.42
C 3.54 3.72 0.89
C 2.33 4.37 0.99
C 1.16 3.72 0.62
C 1.20 2.41 0.16
P -0.35 1.62 -0.35
C -1.67 2.47 0.58
C -2.42 3.47 0.01
C -3.49 4.08 0.69
C -3.88 3.63 1.97
C -3.19 2.65 2.59
C -1.96 2.07 1.99
C -0.62 2.14 -2.06
C -1.84 1.81 -2.67
C -2.06 2.14 -3.99
C -1.08 2.79 -4.72
C 0.13 3.12 -4.13
C 0.36 2.80 -2.79
H 3.31 -4.68 1.12
H 4.41 -3.83 0.05
H 2.94 -4.54 -0.60
H 1.57 -2.96 0.81
H 4.27 -1.71 1.52
H 3.22 -2.60 2.61
H 2.69 -1.05 1.97
H 2.04 -2.47 -1.50
H 3.94 -1.25 -2.29
H 4.73 -1.83 -0.81
H 4.55 1.92 0.33
H 4.46 4.22 1.18
H 2.28 5.39 1.36
H 0.22 4.24 0.70
H -2.19 3.80 -1.00
H -4.04 4.87 0.20
H -4.74 4.08 2.45
H -3.47 2.31 3.58
H -1.12 2.33 2.64
H -2.61 1.30 -2.10
H -3.01 1.89 -4.46
H -1.26 3.05 -5.76
H 0.89 3.63 -4.70
H 1.30 3.07 -2.34
F -4.95 -1.88 1.30
C -3.86 -1.61 1.97
F -3.08 -2.67 2.02
F -4.14 -1.18 3.18
S -3.02 -0.24 1.02
O -2.27 -0.91 -0.02
O -4.02 0.70 0.70
N -1.95 0.51 2.11
S -0.48 -0.14 2.54
O -0.23 -1.24 1.63
O 0.48 0.89 2.70
C -0.78 -0.86 4.22
F -1.65 -1.85 4.15
F 0.37 -1.27 4.67
F -1.26 0.12 4.96
C -0.29 -5.10 -0.46
C -0.90 -3.77 -0.07
O -0.35 -2.68 -0.86
C -0.89 -2.59 -2.19
C -0.37 -1.30 -2.77
H -0.78 -5.90 0.09
H 0.77 -5.12 -0.24
H -0.44 -5.31 -1.52
H -0.67 -3.52 0.96
H -1.98 -3.77 -0.20
H -1.99 -2.59 -2.14
H -0.57 -3.45 -2.79
H -0.65 -0.39 -2.18
H -0.86 -1.07 -3.72
H 0.70 -1.30 -2.92
*
```

Values from the calculation:
F_max   0.35 eV/Å
Relative energy (zero: lowest compared OMol25 entry of this formula, charge and spin)   3.1 kJ/mol
Frontier orbital gap (spin up / spin down)   7.89 / 7.87 eV

***

No. 4
A 2-piece molecular cluster, C4H4N2O overall in a non-equilibrium geometry, computed with ωB97M-V/def2-TZVPD.

```
! RIJCOSX wB97M-V def2-TZVPD def2/J DEFGRID3
* xyz 0 1
N 2.15 -0.62 1.61
C 1.65 -0.36 0.59
C 0.95 0.14 -0.61
O -0.17 -0.65 -0.90
C -1.25 -0.62 0.01
C -1.46 0.84 0.27
N -0.87 1.85 0.27
H 1.58 0.08 -1.51
H 0.51 1.53 -0.24
H -2.10 -1.11 -0.46
H -1.00 -1.09 0.96
*
```

Values from the calculation:
F_max   3.96 eV/Å
Relative energy (zero: lowest compared OMol25 entry of this formula, charge and spin)   348.7 kJ/mol
Frontier orbital gap   10.39 eV

***

No. 5
An isolated ion of composition C5H13N2 and charge +1, computed with ωB97M-V/def2-TZVPD.

```
! RIJCOSX wB97M-V def2-TZVPD def2/J DEFGRID3
* xyz 1 1
C -1.83 0.37 1.29
C -0.75 0.32 0.54
C -0.10 1.41 -0.23
C 0.18 1.10 -1.69
N 1.27 0.11 -1.70
N -0.04 -0.98 0.38
C 0.47 -1.77 1.53
H -2.21 -0.49 1.81
H -2.40 1.28 1.40
H 0.84 1.72 0.24
H -0.69 2.31 -0.08
H 0.46 2.03 -2.18
H -0.70 0.67 -2.16
H 1.38 -0.33 -2.61
H 2.14 0.53 -1.40
H -0.57 -1.60 -0.25
H 0.74 -0.77 -0.29
H 1.32 -1.27 1.98
H 0.79 -2.73 1.14
H -0.30 -1.90 2.28
*
```

Values from the calculation:
SMILES   C=C(CCN)[NH2+]C
F_max   0.94 eV/Å
Relative energy (zero: lowest compared OMol25 entry of this formula, charge and spin)   157.2 kJ/mol
Frontier orbital gap   11.24 eV

***

No. 6
An isolated ion of composition C4H10N and charge +1 in a non-equilibrium geometry, computed with ωB97M-V/def2-TZVPD.

```
! RIJCOSX wB97M-V def2-TZVPD def2/J DEFGRID3
* xyz 1 1
C 0.42 0.48 1.16
C 1.11 -0.63 0.31
C 0.44 -0.58 -1.06
N -0.92 0.00 -0.83
C -0.92 0.74 0.52
H 1.05 1.35 1.03
H 0.39 0.20 2.20
H 1.06 -1.61 0.76
H 2.17 -0.37 0.26
H 0.35 -1.57 -1.51
H 0.99 0.01 -1.79
H -1.65 -0.71 -0.82
H -1.17 0.62 -1.60
H -1.84 0.46 1.02
H -1.12 1.80 0.28
*
```

Values from the calculation:
SMILES   C1CC[NH2+]C1
F_max   1.53 eV/Å
Relative energy (zero: lowest compared OMol25 entry of this formula, charge and spin)   20.5 kJ/mol
Frontier orbital gap   12.79 eV

***

No. 7
An isolated ion of composition C6H10N3 and charge +1 in a non-equilibrium geometry, computed with ωB97M-V/def2-TZVPD.

```
! RIJCOSX wB97M-V def2-TZVPD def2/J DEFGRID3
* xyz 1 1
C -2.66 -0.72 -0.01
N -1.68 0.34 -0.06
C -0.37 0.14 -0.02
C 0.24 -1.52 0.00
N 1.55 -1.64 0.02
C 2.42 -0.62 -0.03
C 2.00 0.69 -0.03
C 0.65 1.10 0.00
N 0.35 2.43 0.01
H -2.49 -1.32 0.88
H -3.65 -0.28 0.05
H -2.61 -1.36 -0.89
H -2.00 1.24 -0.40
H -0.44 -2.33 0.09
H 1.93 -2.58 0.06
H 3.47 -0.87 -0.06
H 2.76 1.46 -0.04
H 1.11 3.08 0.15
H -0.56 2.74 0.29
*
```

Values from the calculation:
SMILES   CNc1c[nH]ccc1=[NH2+]
F_max   7.04 eV/Å
Relative energy (zero: lowest compared OMol25 entry of this formula, charge and spin)   111.9 kJ/mol
Frontier orbital gap (spin up / spin down)   7.99 / 7.99 eV

***

No. 8
One molecule with the formula C21H28N4O2, computed with ωB97M-V/def2-TZVPD.

```
! RIJCOSX wB97M-V def2-TZVPD def2/J DEFGRID3
* xyz 0 1
C 2.76 5.12 -1.92
C 2.55 3.61 -1.91
C 1.13 3.23 -1.52
C 0.91 1.71 -1.57
N 1.13 1.20 -2.91
C -0.02 1.33 -3.77
C 1.79 -0.08 -3.00
C 0.96 -1.33 -2.63
N 0.48 -1.31 -1.27
C 1.29 -1.60 -0.22
O 2.44 -1.98 -0.35
C 0.67 -1.34 1.11
C 1.45 -0.76 2.06
N 1.00 -0.38 3.28
C 1.93 0.23 4.20
C -0.32 -0.51 3.69
O -0.68 -0.11 4.79
C -1.15 -1.17 2.71
C -0.69 -1.59 1.46
C -1.79 -2.27 0.84
C -1.96 -2.98 -0.35
C -3.19 -3.53 -0.62
C -4.26 -3.40 0.27
C -4.11 -2.73 1.46
C -2.87 -2.17 1.75
N -2.47 -1.51 2.87
C -3.30 -1.25 4.01
H 2.09 5.58 -2.64
H 3.78 5.36 -2.20
H 2.56 5.54 -0.94
H 3.25 3.15 -1.20
H 2.76 3.19 -2.89
H 0.43 3.73 -2.19
H 0.91 3.58 -0.50
H 1.62 1.24 -0.89
H -0.11 1.49 -1.21
H -0.91 0.79 -3.40
H -0.29 2.38 -3.85
H 0.23 0.96 -4.76
H 2.14 -0.21 -4.03
H 2.67 -0.05 -2.35
H 0.11 -1.44 -3.30
H 1.62 -2.20 -2.73
H -0.40 -0.87 -1.08
H 2.50 -0.58 1.86
H 2.35 1.14 3.78
H 1.39 0.47 5.11
H 2.74 -0.46 4.43
H -1.14 -3.11 -1.04
H -3.33 -4.09 -1.54
H -5.21 -3.84 0.01
H -4.93 -2.65 2.16
H -2.70 -0.72 4.76
H -4.15 -0.63 3.73
H -3.66 -2.19 4.44
*
```

Values from the calculation:
SMILES   CCCCN(C)CCNC(=O)c1cn(C)c(=O)c2c1c1ccccc1n2C
F_max   0.86 eV/Å
Relative energy (zero: lowest compared OMol25 entry of this formula, charge and spin)   21.3 kJ/mol
Frontier orbital gap   8.08 eV

***

No. 9
A 2-piece molecular cluster, C4H10O2 overall in a non-equilibrium geometry, computed with ωB97M-V/def2-TZVPD.

```
! RIJCOSX wB97M-V def2-TZVPD def2/J DEFGRID3
* xyz 1 2
C -1.94 0.07 -0.95
O -0.58 0.31 -1.33
C -2.47 -0.26 0.42
H -2.30 1.12 -1.23
H -2.05 -0.66 -1.78
H 0.01 0.30 -0.53
H -3.51 -0.55 0.48
H -1.75 -0.91 0.85
H -2.63 0.76 1.09
C 2.22 -0.74 0.88
C 2.63 0.49 0.67
O 2.66 1.14 -0.51
H 1.92 -1.34 1.74
H 1.98 -1.52 0.18
H 3.32 1.12 1.37
H 2.48 0.66 -1.34
*
```

Values from the calculation:
F_max   6.52 eV/Å
Relative energy (zero: lowest compared OMol25 entry of this formula, charge and spin)   425.9 kJ/mol
Frontier orbital gap (spin up / spin down)   8.58 / 3.87 eV

***

No. 10
A 2-piece molecular cluster, C6H9NO4 overall in a non-equilibrium geometry, computed with ωB97M-V/def2-TZVPD.

```
! RIJCOSX wB97M-V def2-TZVPD def2/J DEFGRID3
* xyz 0 1
C -0.19 -2.94 0.95
C 0.35 0.65 0.86
C -1.18 0.85 0.81
C 0.68 0.09 -0.52
C -1.46 0.61 -0.66
C 2.01 0.27 -1.19
N -1.28 -2.71 0.70
O -0.41 0.17 -1.29
O -1.52 2.14 1.27
O -2.71 0.37 -1.12
O 2.87 -0.84 -1.03
H 0.80 1.64 1.01
H 0.67 0.00 1.67
H -1.71 0.09 1.41
H 0.82 -3.16 1.16
H 2.52 1.18 -0.81
H 1.86 0.37 -2.27
H -2.45 2.29 1.10
H -2.66 -0.09 -1.96
H 3.02 -0.98 -0.09
*
```

Values from the calculation:
F_max   2.07 eV/Å
Relative energy (zero: lowest compared OMol25 entry of this formula, charge and spin)   523.1 kJ/mol
Frontier orbital gap (spin up / spin down)   7.00 / 7.82 eV

***

No. 11
C17H26N2O4S as an isolated structure in a non-equilibrium geometry, computed with ωB97M-V/def2-TZVPD.

```
! RIJCOSX wB97M-V def2-TZVPD def2/J DEFGRID3
* xyz 0 1
C 4.15 -3.72 -3.52
H 4.83 -3.95 -4.19
H 4.12 -4.46 -2.54
H 3.11 -3.99 -4.05
O 4.11 -2.49 -3.36
C 3.36 -1.97 -2.38
C 3.68 -1.99 -1.04
C 2.54 -1.79 -0.05
C 1.40 -1.21 -0.50
C 1.14 -0.96 -1.87
C 2.25 -1.53 -2.61
C 1.93 -1.48 -4.22
H 1.23 -0.39 -4.62
H 1.28 -2.13 -4.49
H 2.75 -1.44 -4.82
H 0.39 -0.47 -2.27
C 0.40 -0.52 0.44
O 0.61 -0.91 1.66
C -0.73 0.28 0.24
C 0.08 1.76 -0.14
C -1.14 2.60 -0.60
C -1.96 2.79 0.61
N -2.63 1.43 0.89
S -3.94 1.49 1.71
O -4.61 -0.23 1.84
O -5.04 2.39 1.15
N -3.67 2.01 3.04
C -4.14 3.12 3.79
H -4.97 3.14 4.13
H -4.33 3.89 2.75
H -3.42 3.61 4.37
C -3.60 0.81 4.16
H -3.29 -0.01 3.80
H -2.80 1.21 4.81
H -4.49 0.82 4.67
C -1.65 0.45 1.41
H -2.33 -0.59 1.38
H -1.06 1.02 2.21
H -2.97 3.38 0.31
H -1.52 3.12 1.55
H -0.69 3.87 -0.72
H -1.35 2.46 -1.44
H 0.78 1.61 -1.07
H 0.51 2.11 0.56
H -1.09 -0.18 -0.79
H 2.61 -1.67 1.05
C 4.76 -2.62 -0.45
H 4.55 -3.63 -0.20
H 5.55 -2.79 -1.09
H 5.31 -2.25 0.49
*
```

Values from the calculation:
F_max   18.09 eV/Å
Relative energy (zero: lowest compared OMol25 entry of this formula, charge and spin)   1950.6 kJ/mol
Frontier orbital gap   8.99 eV

***

No. 12
C10H24N4O7Sn as an isolated structure in a non-equilibrium geometry, computed with ωB97M-V/def2-TZVPD.

```
! RIJCOSX wB97M-V def2-TZVPD def2/J DEFGRID3
* xyz 0 1
O 1.60 -0.39 -3.47
H 1.71 -0.67 -4.40
Sn -0.03 -0.40 -0.60
N -0.28 1.59 -1.55
N 1.52 1.12 0.14
N -1.71 -1.76 -0.14
N 0.10 -1.07 1.54
O -1.41 2.06 -1.88
O -2.86 -1.97 -0.91
O 0.93 -0.58 2.48
O 2.27 1.06 1.20
C 1.81 2.12 -0.74
C 0.85 2.32 -1.75
C -1.79 -2.36 1.04
C -0.80 -1.96 1.99
C 0.92 3.25 -2.89
H 1.30 2.73 -3.79
H 1.61 4.08 -2.67
H -0.07 3.66 -3.12
C 3.01 2.94 -0.48
H 3.91 2.32 -0.43
H 2.91 3.48 0.47
H 3.16 3.69 -1.28
C -2.97 -3.21 1.32
C -0.86 -2.37 3.41
H -3.38 -3.60 0.39
H -3.75 -2.63 1.82
H -2.70 -4.04 1.98
H -0.05 -1.90 3.98
H -0.78 -3.46 3.50
H -1.83 -2.08 3.86
H -2.73 -1.44 -1.72
H 1.56 0.11 1.96
C 1.98 -1.46 -1.53
H 2.50 -1.14 -2.43
H 1.57 -2.45 -1.67
H 2.62 -1.38 -0.63
O -0.76 -0.81 -2.40
H 0.64 -0.60 -3.18
H -0.81 -1.78 -2.49
C -1.50 1.77 1.70
O -1.64 1.03 0.49
H -2.27 2.56 1.73
H -0.51 2.23 1.77
H -1.65 1.08 2.54
H -2.00 1.60 -0.24
*
```

Values from the calculation:
F_max   4.56 eV/Å
Relative energy (zero: lowest compared OMol25 entry of this formula, charge and spin)   0.0 kJ/mol
Frontier orbital gap (spin up / spin down)   4.73 / 4.74 eV